Density functional theory data (wB97M-V/def2-TZVPD) for C31H47CsN2O3 as an isolated structure at a distorted geometry.

Geometry as XYZ:
```
84
Properties=species:S:1:pos:R:3:forces:R:3
Cs 0.3714 -2.9919 0.5795 -0.771 -3.578 1.066
O 0.0913 -6.1889 0.2767 -0.048 -0.089 -0.083
O -1.9623 -1.9014 0.1970 -0.868 0.616 -0.228
O 2.4839 -1.8724 0.0412 1.680 1.253 -0.423
N -1.3587 -6.8585 -1.3377 0.045 -0.058 0.051
N 0.2481 -0.4003 0.1560 0.049 1.383 -0.287
C 5.1948 -2.0503 1.4409 0.005 0.023 0.016
C 1.5259 1.5133 1.0311 -0.091 -0.203 -0.092
C 2.7312 2.0424 1.3467 0.202 -0.073 -0.001
C 3.9053 1.2416 1.1007 -0.023 0.075 0.046
C -3.2087 3.4927 -2.6564 -0.028 0.015 -0.070
C -4.6520 -2.0269 -1.2216 -0.012 0.042 -0.023
C -0.9141 0.1983 -0.1153 0.086 0.098 0.013
C -2.0924 -0.6855 -0.0703 0.141 0.133 0.048
C -1.6727 -5.4745 -1.6789 0.035 -0.174 0.067
C -1.9616 -7.9897 -2.0377 0.041 0.145 0.040
C -1.0545 1.5631 -0.5351 0.049 -0.157 0.076
C 5.2431 -1.3782 -0.9850 -0.001 -0.023 -0.049
C 3.6246 3.3069 3.3141 0.039 0.003 0.053
C -0.4654 -7.0747 -0.3515 -0.067 0.208 -0.048
C -3.3959 -0.0601 -0.2842 0.025 -0.053 -0.083
C -4.7251 -1.5369 1.2469 -0.024 -0.022 0.049
C 6.4264 -0.0291 0.7200 0.039 0.068 0.024
C -1.1363 4.2441 -1.5116 0.065 0.014 0.006
C -5.9245 -0.0859 -0.3615 -0.114 0.068 -0.023
C 1.5601 4.1169 2.1984 -0.072 0.004 -0.009
C 2.9031 3.4277 1.9641 0.042 -0.067 -0.042
C -4.6576 -0.9137 -0.1576 0.067 -0.029 0.012
C 2.5960 -0.6716 0.3867 0.013 0.197 -0.073
C 3.7374 4.3046 1.0180 0.042 0.008 -0.037
C -2.2700 2.0939 -0.8045 -0.217 -0.062 0.008
C -3.4310 1.2564 -0.6167 0.046 0.173 -0.072
C 5.1714 -0.8626 0.4628 -0.098 -0.011 -0.009
C 1.4046 0.1852 0.4947 -0.074 0.229 -0.044
C -2.4670 3.5195 -1.3118 -0.058 -0.047 0.041
C -3.2975 4.3098 -0.2883 -0.043 0.019 0.021
C 3.8918 -0.0459 0.6621 -0.075 -0.028 0.043
H 1.7284 5.1011 2.6408 -0.011 -0.022 -0.007
H -5.5665 -2.6240 -1.1377 0.067 0.044 0.004
H -0.7785 -4.9531 -2.0199 0.041 0.018 -0.050
H -6.7930 -0.7391 -0.2446 0.022 0.055 -0.013
H 3.8561 5.3063 1.4409 0.005 -0.041 -0.020
H 6.4788 0.3285 1.7525 -0.005 -0.020 -0.049
H -2.0594 -4.9416 -0.8104 -0.047 0.011 0.017
H 4.6231 2.8754 3.2059 -0.074 0.022 0.001
H 6.4910 0.8326 0.0494 -0.016 -0.038 0.029
H -2.6381 2.9303 -3.4013 -0.039 0.042 0.054
H -0.5786 4.3312 -0.5737 -0.055 -0.010 -0.073
H -4.7406 -0.7543 2.0118 -0.010 -0.043 -0.049
H 0.6129 2.0535 1.2401 0.051 -0.042 -0.011
H -3.8710 -2.1869 1.4318 -0.072 0.053 -0.017
H -2.6490 -7.6111 -2.7869 -0.035 0.025 -0.033
H -1.3250 5.2552 -1.8816 0.018 -0.051 0.016
H 3.0559 2.6740 4.0008 0.027 0.036 -0.035
H 0.9265 3.5444 2.8818 0.041 0.041 -0.037
H 3.7364 4.2952 3.7707 0.001 -0.057 -0.024
H -0.1505 2.1308 -0.7058 -0.049 -0.040 0.007
H -2.5271 -8.6284 -1.3587 0.004 0.011 0.033
H -0.5030 3.7306 -2.2408 -0.046 0.044 0.042
H -2.7932 4.3316 0.6819 -0.028 0.007 -0.060
H 6.1794 -1.9260 -1.1343 -0.063 0.031 0.012
H 4.4088 -2.0416 -1.2113 0.085 0.068 0.026
H -2.4157 -5.4563 -2.4698 -0.037 -0.015 -0.021
H -3.7926 -2.6824 -1.0963 -0.001 0.009 0.008
H -1.2121 -8.5954 -2.5482 0.030 0.011 0.004
H -5.9719 0.3541 -1.3634 0.000 -0.046 0.091
H -4.6204 -1.5951 -2.2273 -0.006 -0.026 0.074
H 6.1339 -2.6010 1.3295 -0.052 0.014 -0.006
H 5.1324 -1.6970 2.4745 0.009 -0.008 -0.050
H 4.8647 1.6995 1.3156 -0.084 -0.025 -0.021
H -3.4363 5.3414 -0.6284 0.004 -0.084 0.023
H -5.6429 -2.1251 1.3464 0.043 0.034 -0.006
H 4.7364 3.8906 0.8546 -0.085 0.025 0.011
H -4.1968 3.0321 -2.5702 0.089 0.034 0.004
H 4.3676 -2.7317 1.2548 -0.001 0.013 -0.010
H 1.0128 4.2615 1.2622 0.040 -0.009 0.059
H -0.2773 -8.1415 -0.1557 -0.001 -0.039 0.003
H -4.2878 3.8690 -0.1444 0.074 0.030 -0.004
H 3.2471 4.3974 0.0449 0.026 -0.002 0.062
H -6.0100 0.7182 0.3765 0.009 -0.060 -0.058
H 5.2250 -0.5418 -1.6911 0.014 -0.048 0.053
H -3.3480 4.5128 -3.0285 0.003 -0.073 0.019
H 7.3033 -0.6545 0.5426 0.007 0.023 0.010
H -4.3983 1.7132 -0.7913 0.076 0.000 0.013
```
Positions in Å, forces in eV/Å.

Results
Strongest force on any atom ... 3.8 eV/A
Orbital gap (alpha / beta) ... 5.851 / 5.848 eV
E_tot ... -42580.973 eV
Highest occupied orbital energy (alpha / beta) ... -6.70 / -6.70 eV

***

Density functional theory data (wB97M-V/def2-TZVPD) for C31H47MgN4O2SbSi2 as an isolated structure.

Geometry as XYZ:
```
88
Properties=species:S:1:pos:R:3:forces:R:3
Sb 1.4992 -1.7630 0.2758 -0.156 0.075 0.094
Si 2.8665 1.5733 -1.8121 -0.196 -0.009 0.102
Si -2.6577 2.5595 0.9336 0.187 -0.079 -0.096
Mg -0.3731 0.8581 -0.9462 -0.009 0.016 -0.225
O -4.5286 -4.8459 2.8947 -0.041 0.011 -0.032
O -3.1534 -3.8574 4.3099 0.032 0.081 -0.078
N 1.4176 1.8834 -0.8698 0.119 0.180 0.185
N -1.6728 -0.7582 -1.1481 -0.213 -0.093 -0.371
N -0.9073 1.1120 -2.9481 -0.100 -0.196 -0.361
N -1.0114 2.2535 0.3944 0.059 0.091 0.166
C -0.5423 2.0617 -3.8226 -0.022 -0.090 0.243
C 3.3164 3.0393 -2.8720 0.017 0.168 -0.136
C 1.4525 -1.3395 2.3972 -0.011 -0.089 0.042
C -1.9097 -1.2357 1.1718 -0.032 0.102 0.051
C -1.9604 -0.9618 -2.4528 0.105 0.165 0.346
C 0.4381 -3.6352 0.1782 0.041 -0.086 0.051
C -3.5002 -3.4301 0.6753 -0.028 -0.006 -0.136
C -0.7825 1.9860 -5.1705 -0.046 -0.051 -0.110
C 1.1263 -4.8848 0.7235 -0.073 0.006 -0.052
C -3.8188 1.5958 -0.1618 -0.043 -0.110 -0.106
C 2.5397 0.1248 -2.9487 -0.072 -0.125 -0.031
C 1.0838 4.6253 2.2668 0.258 0.086 -0.032
C -1.8248 -0.1443 -4.7946 -0.026 -0.023 0.064
C 0.0407 2.9616 0.8097 0.182 0.074 0.049
C -1.4384 0.8398 -5.6589 0.024 0.063 -0.105
C -3.6871 -4.0100 3.0708 0.091 -0.031 0.023
C 4.1365 -3.0674 1.4123 0.052 -0.009 -0.072
C 2.4045 3.6741 0.4836 -0.191 -0.213 -0.142
C -2.8638 2.0469 2.7235 -0.054 -0.071 0.200
C 1.0228 -2.4712 3.3293 0.055 0.076 0.019
C -3.0977 4.3579 0.7148 -0.012 0.196 -0.073
C 0.0108 3.8665 1.9236 -0.098 -0.190 -0.218
C -1.5642 0.0008 -3.4114 0.115 0.122 0.118
C -3.1615 -3.1251 1.9916 -0.055 -0.061 0.101
C -2.2147 -1.5569 -0.1612 0.134 0.017 -0.136
C 4.3200 1.1368 -0.7234 0.131 -0.064 0.112
C 2.2914 4.5443 1.5204 -0.143 0.107 0.197
C -2.3725 -2.0003 2.2211 0.053 0.122 0.043
C 1.3291 2.8069 0.0896 -0.016 0.061 0.192
C -3.0457 -2.6681 -0.3835 -0.034 -0.109 0.089
C 3.4868 -2.5906 0.1156 0.053 0.041 0.009
H 2.4525 -0.9843 2.6545 -0.007 0.022 0.030
H 2.1238 -5.0262 0.3059 -0.003 0.008 -0.021
H -0.5259 -3.4708 0.6627 0.051 -0.063 -0.007
H -4.1345 -4.2901 0.5009 0.016 0.020 -0.007
H 0.0896 -2.9348 3.0042 0.015 0.003 -0.032
H -2.1207 -1.6763 3.2263 -0.011 0.012 -0.010
H 4.2432 -2.2609 2.1391 -0.019 0.016 -0.028
H 4.0130 0.4338 0.0558 0.035 0.008 -0.004
H -4.7536 2.1532 -0.2720 0.015 -0.048 0.028
H -0.4686 2.7840 -5.8278 -0.011 -0.017 0.004
H 1.4890 0.0365 -3.2346 0.029 0.004 -0.021
H -4.0589 0.6085 0.2382 0.031 0.008 -0.034
H -3.3967 1.4594 -1.1613 -0.054 0.025 0.006
H 5.1029 0.6583 -1.3195 -0.019 0.004 0.027
H 3.3369 3.6205 -0.0587 0.005 -0.014 -0.028
H 3.1318 5.1716 1.7889 -0.018 0.007 0.017
H 0.8739 -2.1034 4.3489 0.005 0.000 -0.014
H 3.3891 -3.4126 -0.5972 0.030 -0.005 -0.002
H 5.1389 -3.4579 1.2187 -0.012 -0.003 0.013
H -4.0695 4.5478 1.1803 0.015 0.018 -0.035
H -0.8960 3.9325 2.5112 -0.003 -0.008 -0.026
H 4.7601 2.0035 -0.2289 0.023 -0.036 -0.006
H -1.6367 0.7393 -6.7187 0.003 0.001 0.011
H -3.1889 4.5870 -0.3508 0.001 0.017 0.039
H -2.5075 -1.8282 -2.8004 -0.037 -0.028 -0.001
H -3.3315 -2.9499 -1.3862 -0.019 -0.014 0.009
H 1.7782 -3.2550 3.3772 0.005 -0.009 -0.009
H -2.4332 -3.2157 4.2863 -0.042 -0.057 0.020
H -0.0293 2.9163 -3.3947 0.012 -0.009 0.024
H 3.5616 -3.8630 1.8860 -0.020 0.003 -0.007
H 0.7912 -0.4767 2.5009 -0.016 -0.015 0.022
H -2.3743 5.0512 1.1448 -0.031 -0.010 0.000
H -1.9123 1.7328 3.1599 -0.020 0.006 0.006
H 1.2235 -4.8550 1.8080 0.004 0.021 0.009
H 3.1199 0.2429 -3.8679 -0.001 -0.017 0.019
H -3.5619 1.2097 2.8064 0.026 0.032 0.028
H 4.1043 -1.8345 -0.3709 0.034 -0.016 0.019
H 0.2272 -3.7487 -0.8879 -0.044 -0.046 -0.007
H -3.2530 2.8691 3.3294 0.006 -0.042 0.026
H -1.3147 -0.3509 1.3763 -0.024 -0.007 -0.004
H -2.3310 -1.0345 -5.1454 0.001 0.010 0.002
H 2.8396 -0.8186 -2.4861 -0.022 0.021 -0.033
H 2.4529 3.4017 -3.4364 0.039 -0.018 -0.007
H 1.0201 5.2950 3.1147 0.024 0.006 -0.005
H 4.0772 2.7282 -3.5938 -0.002 0.058 0.005
H 3.7183 3.8791 -2.3026 -0.024 -0.010 -0.015
H 0.5461 -5.7769 0.4746 -0.004 0.007 0.016
```
Positions in Å, forces in eV/Å.

Results
Strongest force on any atom ... 0.4 eV/A
Orbital gap (alpha / beta) ... 6.319 / 4.963 eV
E_tot ... -70708.321 eV
Relative energy (zero: lowest compared OMol25 entry of this formula, charge and spin) ... 16.72 kJ/mol
Highest occupied orbital energy (alpha / beta) ... -7.04 / -6.20 eV